Formula: H2NO2S
Source: the OMol25 dataset
Level of theory: wB97M-V/def2-TZVPD

ΔE to the lowest compared entry with this formula, charge and spin   103.7 kcal/mol
Multiplicity   1
LUMO level (alpha / beta)   0.1524 / 0.1441 hartree
E_tot   -16448.959 eV
Net charge   -1

Geometry (Å):
N  -1.269  -0.711  0.440
O  -1.102  0.080  -0.631
O  1.533  -0.203  -0.626
S  0.715  1.055  -0.428
H  -0.676  -1.627  0.253
H  0.800  1.406  0.992

Formally, the Löwdin partial charges of the atoms, in units of the elementary charge, are as follows: N -0.22; O -0.58; O -0.75; S 0.64; H 0.00; H -0.08



Formula: C45H54AsBBiN9O3PS2
Source: the OMol25 dataset
Level of theory: wB97M-V/def2-TZVPD

ΔE to the lowest compared entry with this formula, charge and spin   14.1 kcal/mol
Multiplicity   1
LUMO level   -0.0884 hartree
E_tot   -165408.983 eV
Net charge   +1

Geometry (Å):
Bi  0.193  -0.317  0.605
C  4.380  1.337  4.259
C  3.014  0.804  3.985
C  1.998  0.557  4.881
C  0.935  0.045  4.128
N  1.301  -0.022  2.840
N  2.575  0.447  2.764
B  3.354  0.516  1.436
N  2.779  1.625  0.516
N  1.487  1.663  0.101
C  1.265  2.851  -0.455
C  2.453  3.591  -0.430
C  3.387  2.787  0.194
C  4.828  3.083  0.444
C  -0.042  3.265  -0.997
C  -1.153  2.424  -0.993
C  -2.383  2.859  -1.459
C  -2.521  4.145  -1.964
C  -1.419  4.990  -1.993
C  -0.195  4.554  -1.511
N  3.358  -0.892  0.792
N  2.236  -1.618  0.512
C  2.627  -2.867  0.222
C  4.017  -2.943  0.324
C  4.445  -1.681  0.678
C  5.847  -1.225  0.903
C  1.745  -3.963  -0.212
C  0.490  -3.728  -0.759
C  -0.310  -4.770  -1.202
C  0.151  -6.074  -1.123
C  1.412  -6.323  -0.593
C  2.201  -5.281  -0.139
C  -0.383  -0.351  4.658
C  -0.674  -0.122  6.003
C  -1.911  -0.456  6.530
C  -2.886  -1.027  5.722
C  -2.608  -1.265  4.384
C  -1.368  -0.928  3.866
H  4.487  1.513  5.327
H  4.556  2.278  3.738
H  5.151  0.633  3.949
H  2.045  0.714  5.943
H  4.477  0.811  1.677
H  2.627  4.585  -0.797
H  5.086  4.023  -0.039
H  5.467  2.300  0.037
H  5.049  3.173  1.507
H  -1.101  1.412  -0.603
H  -3.233  2.189  -1.420
H  -3.482  4.480  -2.331
H  -1.514  5.995  -2.380
H  0.642  5.235  -1.528
H  4.644  -3.796  0.142
H  6.528  -2.024  0.621
H  6.023  -0.979  1.950
H  6.083  -0.343  0.309
H  0.107  -2.720  -0.848
H  -1.290  -4.553  -1.607
H  -0.466  -6.894  -1.463
H  1.781  -7.338  -0.534
H  3.166  -5.503  0.295
H  0.063  0.334  6.649
H  -2.116  -0.266  7.575
H  -3.851  -1.289  6.134
H  -3.347  -1.722  3.738
H  -1.187  -1.116  2.822
C  2.564  -1.418  -2.765
As  0.855  -0.589  -2.326
C  -0.288  -1.598  -3.534
C  1.130  1.042  -3.357
H  2.682  -1.353  -3.847
H  2.569  -2.464  -2.462
H  3.382  -0.893  -2.274
H  -0.135  -1.255  -4.556
H  -1.331  -1.458  -3.248
H  -0.032  -2.654  -3.453
H  1.350  0.750  -4.383
H  1.973  1.593  -2.941
H  0.245  1.672  -3.338
C  -1.721  4.170  1.589
P  -2.091  2.503  2.157
C  -3.694  2.050  1.493
C  -2.319  2.653  3.931
O  -1.016  1.507  1.801
H  -2.356  4.885  2.112
H  -1.888  4.255  0.515
H  -0.675  4.388  1.804
H  -4.434  2.819  1.713
H  -4.007  1.108  1.945
H  -3.625  1.909  0.413
H  -3.084  3.395  4.157
H  -1.374  2.950  4.387
H  -2.615  1.688  4.337
N  -1.978  -0.790  -7.616
C  -2.538  -0.629  -6.362
C  -3.255  -1.669  -5.764
C  -3.752  -1.532  -4.483
C  -3.547  -0.352  -3.779
C  -2.857  0.696  -4.370
C  -2.355  0.561  -5.650
S  -4.087  -0.265  -2.103
O  -4.372  1.112  -1.780
O  -5.136  -1.244  -1.942
N  -2.757  -0.711  -1.310
C  -2.796  -1.655  -0.396
S  -4.133  -2.702  0.083
C  -3.100  -3.479  1.246
C  -1.869  -2.947  1.213
N  -1.697  -1.914  0.307
H  -2.365  -1.516  -8.195
H  -1.740  0.049  -8.120
H  -3.414  -2.591  -6.310
H  -4.313  -2.331  -4.018
H  -2.734  1.621  -3.833
H  -1.818  1.379  -6.114
H  -3.456  -4.294  1.850
H  -1.022  -3.277  1.798

These are the Löwdin partial charges, in e, on atoms 1 to 8: Bi 1.89; C 0.00; C -0.25; C 0.04; C -0.22; N -0.01; N 0.03; B -0.53



Formula: C4H8NS
Source: the OMol25 dataset
Level of theory: wB97M-V/def2-TZVPD

ΔE to the lowest compared entry with this formula, charge and spin   76.7 kcal/mol
Multiplicity   1
LUMO level (alpha / beta)   -0.2124 / -0.2165 hartree
E_tot   -16592.081 eV
Net charge   +1

Geometry (Å):
C  -1.423  -0.506  0.168
C  -1.317  -1.809  -0.120
C  -0.518  0.523  0.757
C  1.683  0.286  -0.242
N  0.491  1.187  -0.141
S  -2.701  0.705  -0.190
H  -2.091  -2.422  -0.584
H  -0.543  -2.315  0.197
H  -0.697  1.052  1.723
H  2.352  0.258  0.670
H  1.482  -0.807  -0.389
H  2.475  0.583  -0.926
H  0.167  1.083  -1.036
H  0.641  2.181  0.113

These are the Löwdin partial charges, in e, on atoms 1 to 8: C -0.75; C 0.06; C -0.09; C -0.01; N 0.04; S 0.81; H 0.10; H 0.01